Entry 1:
{
  "formula": "C62H73N4OPSSbTi",
  "method": "the ωB97M-V functional and the def2-TZVPD basis",
  "gap_ha": 0.1880,
  "homo_energy_ev": -3.36,
  "e_tot_ha": -4529.77631,
  "charge": -1,
  "fmax_ev_per_a": 2.64,
  "symbols": ["Ti", "C", "C", "C", "C", "C", "C", "C", "N", "C", "C", "C", "C", "C", "C", "C", "C", "C", "C", "N", "C", "C", "C", "N", "C", "C", "C", "C", "C", "C", "C", "C", "C", "C", "C", "C", "C", "C", "N", "C", "C", "H", "H", "H", "H", "H", "H", "H", "H", "H", "H", "H", "H", "H", "H", "H", "H", "H", "H", "H", "H", "H", "H", "H", "H", "H", "H", "H", "H", "H", "H", "H", "H", "H", "H", "H", "H", "H", "H", "H", "H", "H", "H", "H", "H", "O", "C", "C", "C", "C", "C", "C", "C", "P", "C", "C", "C", "C", "C", "C", "C", "C", "C", "C", "C", "C", "H", "H", "H", "H", "H", "H", "H", "H", "H", "H", "H", "H", "H", "H", "S", "C", "C", "C", "Sb", "C", "C", "C", "C", "H", "H", "H", "H", "H", "H", "H", "H", "H", "H", "H", "H", "H", "H", "H"],
  "positions_angstrom": [[0.27, -0.39, 1.33], [0.92, 7.05, 2.44], [1.27, 6.39, 1.11], [1.00, 4.92, 1.17], [1.91, 3.88, 1.33], [3.40, 3.94, 1.42], [3.88, 3.79, 2.86], [1.20, 2.66, 1.36], [-0.13, 2.99, 1.41], [-0.29, 4.32, 1.02], [-1.19, 4.54, -0.03], [-1.63, 3.54, -0.90], [-2.14, 3.82, -2.24], [-2.46, 5.16, -2.80], [-3.76, 5.73, -2.22], [-2.20, 2.61, -2.88], [-1.75, 1.61, -1.91], [-1.81, 0.22, -2.16], [-1.64, -0.82, -1.24], [-1.17, -0.62, 0.02], [-1.81, -1.52, 0.84], [-2.24, -1.10, 2.11], [-2.07, 0.27, 2.48], [-1.00, 0.88, 1.89], [-1.12, 2.21, 1.95], [1.46, 1.32, 0.90], [-2.28, 2.52, 2.70], [-2.87, 1.30, 3.05], [-4.07, 1.18, 3.94], [-4.65, -0.23, 4.07], [-2.70, 3.88, 3.16], [-1.90, 4.28, 4.40], [-2.40, -2.56, 0.01], [-2.30, -2.12, -1.28], [-2.79, -2.79, -2.53], [-1.90, -3.97, -2.91], [-3.04, -3.80, 0.55], [-4.56, -3.88, 0.34], [-1.42, 2.20, -0.76], [-2.51, 2.37, -4.32], [-1.24, 2.52, -5.15], [1.11, 8.12, 2.41], [1.52, 6.62, 3.24], [-0.13, 6.88, 2.68], [2.32, 6.58, 0.87], [0.65, 6.84, 0.32], [3.78, 4.88, 1.00], [3.82, 3.11, 0.83], [3.46, 4.58, 3.49], [4.96, 3.84, 2.92], [3.55, 2.83, 3.26], [-1.32, 5.57, -0.35], [-2.56, 5.09, -3.89], [-1.64, 5.85, -2.59], [-4.60, 5.11, -2.50], [-3.93, 6.74, -2.59], [-3.70, 5.76, -1.14], [-2.25, -0.05, -3.11], [-2.91, -1.74, 2.66], [0.76, 1.09, 0.05], [-4.86, 1.84, 3.56], [-3.79, 1.53, 4.93], [-5.00, -0.59, 3.11], [-5.48, -0.22, 4.77], [-3.89, -0.90, 4.46], [-3.77, 3.89, 3.40], [-2.53, 4.61, 2.36], [-2.06, 3.57, 5.20], [-2.18, 5.27, 4.76], [-0.84, 4.28, 4.17], [-2.80, -2.07, -3.35], [-3.81, -3.14, -2.38], [-0.88, -3.63, -3.10], [-2.27, -4.45, -3.81], [-1.87, -4.71, -2.12], [-2.85, -3.84, 1.63], [-2.57, -4.69, 0.11], [-5.01, -2.91, 0.56], [-4.99, -4.62, 1.00], [-4.81, -4.15, -0.68], [-3.27, 3.08, -4.67], [-2.91, 1.36, -4.45], [-0.87, 3.55, -5.10], [-1.42, 2.27, -6.20], [-0.46, 1.88, -4.75], [-0.07, -0.21, 4.25], [0.59, -0.77, 3.37], [1.78, -1.57, 3.79], [2.35, -1.41, 5.05], [3.44, -2.16, 5.42], [3.96, -3.10, 4.54], [3.40, -3.27, 3.29], [2.34, -2.47, 2.89], [1.42, -2.68, 1.32], [2.71, -3.40, 0.25], [4.01, -2.88, 0.29], [5.00, -3.45, -0.49], [4.71, -4.50, -1.34], [3.41, -4.96, -1.44], [2.41, -4.40, -0.66], [0.61, -4.19, 2.04], [-0.42, -3.92, 2.94], [-1.04, -4.94, 3.63], [-0.65, -6.25, 3.43], [0.38, -6.53, 2.54], [1.02, -5.51, 1.86], [1.90, -0.69, 5.72], [3.88, -2.04, 6.40], [4.81, -3.70, 4.84], [3.80, -4.03, 2.62], [4.23, -2.05, 0.95], [6.01, -3.07, -0.43], [5.49, -4.95, -1.94], [3.17, -5.75, -2.14], [1.39, -4.75, -0.77], [-0.72, -2.89, 3.10], [-1.83, -4.71, 4.34], [-1.12, -7.05, 3.99], [0.68, -7.56, 2.38], [1.84, -5.76, 1.21], [3.75, 0.22, 2.00], [2.28, 0.26, 1.22], [3.65, 0.37, -5.28], [2.74, 0.90, -4.18], [1.24, -0.44, -3.25], [2.59, -2.19, -3.24], [2.50, -3.15, -4.41], [0.05, -1.07, -5.03], [0.58, -0.76, -6.41], [4.49, 1.06, -5.43], [3.12, 0.28, -6.22], [4.07, -0.60, -5.01], [2.21, 1.79, -4.52], [3.35, 1.21, -3.33], [2.35, -2.72, -2.32], [3.61, -1.81, -3.12], [1.49, -3.55, -4.51], [3.18, -3.99, -4.26], [2.77, -2.66, -5.34], [-0.92, -0.61, -4.90], [-0.08, -2.15, -4.93], [0.72, 0.31, -6.54], [-0.12, -1.10, -7.17], [1.53, -1.26, -6.59]],
  "nbo_charge": [1.046, -0.589, -0.418, -0.028, -0.069, -0.424, -0.593, 0.231, -0.333, 0.067, -0.147, 0.074, -0.052, -0.414, -0.597, -0.009, 0.140, -0.285, 0.173, -0.630, 0.150, -0.241, 0.171, -0.563, 0.438, -0.540, -0.106, -0.064, -0.411, -0.597, -0.419, -0.594, -0.062, 0.027, -0.438, -0.590, -0.432, -0.595, -0.499, -0.437, -0.593, 0.193, 0.206, 0.208, 0.205, 0.200, 0.190, 0.232, 0.186, 0.195, 0.231, 0.201, 0.199, 0.202, 0.203, 0.193, 0.209, 0.194, 0.223, 0.263, 0.199, 0.203, 0.201, 0.199, 0.203, 0.198, 0.217, 0.201, 0.189, 0.212, 0.210, 0.204, 0.204, 0.199, 0.200, 0.217, 0.213, 0.210, 0.201, 0.196, 0.200, 0.202, 0.203, 0.195, 0.203, -0.577, 0.198, -0.053, -0.182, -0.218, -0.190, -0.234, -0.271, 0.995, -0.359, -0.199, -0.205, -0.214, -0.237, -0.157, -0.324, -0.211, -0.203, -0.219, -0.233, -0.160, 0.226, 0.203, 0.201, 0.214, 0.264, 0.212, 0.207, 0.209, 0.211, 0.245, 0.210, 0.205, 0.205, 0.209, -0.220, -0.318, -0.620, -0.736, 1.020, -0.745, -0.619, -0.731, -0.619, 0.197, 0.200, 0.199, 0.210, 0.219, 0.224, 0.213, 0.195, 0.198, 0.198, 0.207, 0.205, 0.202, 0.194, 0.200]
}

***

Entry 2:
{
  "formula": "C62H76N5O4PReS2",
  "method": "the ωB97M-V functional and the def2-TZVPD basis",
  "spin_multiplicity": 2,
  "gap_ha": [0.2259, 0.2413],
  "homo_energy_ev": [-7.15, -7.49],
  "e_tot_ha": -4198.99994,
  "relative_energy_kcal_mol": 0.4,
  "fmax_ev_per_a": 0.64,
  "symbols": ["Re", "C", "N", "C", "C", "C", "N", "C", "C", "C", "C", "C", "C", "C", "O", "C", "C", "C", "C", "C", "C", "C", "C", "C", "C", "C", "C", "C", "C", "C", "O", "C", "C", "C", "C", "C", "C", "C", "C", "H", "H", "H", "H", "H", "H", "H", "H", "H", "H", "H", "H", "H", "H", "H", "H", "H", "H", "H", "H", "H", "H", "H", "H", "H", "H", "H", "H", "H", "H", "H", "H", "H", "H", "H", "H", "H", "H", "H", "H", "H", "H", "H", "H", "H", "H", "H", "H", "H", "H", "H", "H", "H", "H", "C", "O", "C", "C", "C", "C", "C", "C", "N", "N", "C", "C", "C", "C", "O", "C", "N", "C", "C", "C", "C", "H", "H", "H", "H", "H", "H", "H", "H", "H", "H", "H", "H", "S", "P", "S", "C", "C", "C", "C", "C", "C", "C", "C", "C", "C", "C", "C", "H", "H", "H", "H", "H", "H", "H", "H", "H", "H"],
  "positions_angstrom": [[-0.79, -0.48, -0.55], [-2.44, -4.54, 0.52], [-2.27, -4.09, -0.84], [-3.43, -4.39, -1.65], [-1.05, -4.57, -1.44], [0.18, -3.74, -1.09], [0.30, -2.35, -1.62], [1.75, -2.04, -1.50], [2.28, -1.73, -0.12], [3.66, -1.70, 0.03], [4.27, -1.44, 1.26], [3.43, -1.29, 2.36], [2.05, -1.32, 2.27], [1.50, -1.45, 1.00], [0.15, -1.33, 0.87], [1.15, -1.22, 3.51], [0.33, 0.08, 3.47], [0.20, -2.43, 3.56], [1.97, -1.24, 4.80], [5.79, -1.34, 1.35], [6.26, -1.01, 2.76], [6.27, -0.23, 0.41], [6.42, -2.67, 0.92], [-0.05, -2.34, -3.05], [0.06, -1.02, -3.75], [0.96, -0.81, -4.79], [0.96, 0.38, -5.50], [-0.01, 1.33, -5.16], [-0.93, 1.17, -4.13], [-0.81, 0.00, -3.38], [-1.56, -0.23, -2.27], [-2.05, 2.18, -3.88], [-3.40, 1.45, -3.93], [-2.07, 3.28, -4.94], [-1.90, 2.86, -2.52], [1.95, 0.69, -6.62], [2.89, -0.49, -6.89], [2.81, 1.90, -6.21], [1.19, 1.02, -7.91], [-2.37, -5.63, 0.61], [-3.42, -4.22, 0.89], [-1.69, -4.08, 1.17], [-3.61, -5.48, -1.77], [-3.32, -3.95, -2.64], [-4.31, -3.95, -1.19], [-1.17, -4.65, -2.52], [-0.80, -5.59, -1.10], [1.03, -4.31, -1.50], [0.32, -3.68, -0.01], [1.98, -1.20, -2.17], [2.30, -2.91, -1.88], [4.27, -1.90, -0.84], [3.88, -1.16, 3.33], [-0.42, 0.05, 2.68], [0.97, 0.94, 3.32], [-0.20, 0.21, 4.42], [-0.47, -2.46, 2.71], [-0.41, -2.37, 4.47], [0.76, -3.36, 3.60], [2.58, -0.34, 4.91], [2.61, -2.11, 4.86], [1.28, -1.27, 5.65], [5.84, -0.07, 3.12], [7.35, -0.92, 2.77], [5.99, -1.80, 3.47], [5.80, 0.72, 0.67], [6.03, -0.44, -0.63], [7.35, -0.11, 0.49], [6.09, -3.48, 1.58], [7.51, -2.61, 0.97], [6.15, -2.94, -0.10], [-1.09, -2.67, -3.11], [0.57, -3.08, -3.58], [1.64, -1.61, -5.04], [-0.05, 2.23, -5.74], [-3.54, 0.98, -4.90], [-4.21, 2.17, -3.78], [-3.47, 0.69, -3.16], [-2.17, 2.88, -5.95], [-1.18, 3.91, -4.90], [-2.93, 3.93, -4.76], [-2.06, 2.16, -1.70], [-2.65, 3.65, -2.42], [-0.91, 3.32, -2.42], [3.47, -0.76, -6.01], [3.58, -0.22, -7.69], [2.33, -1.37, -7.22], [3.39, 1.67, -5.31], [2.19, 2.77, -6.00], [3.50, 2.16, -7.01], [0.52, 0.20, -8.18], [1.90, 1.16, -8.73], [0.60, 1.92, -7.81], [1.91, 2.39, 6.95], [2.67, 2.29, 5.76], [2.44, 3.20, 4.78], [1.61, 4.30, 4.92], [1.46, 5.18, 3.85], [2.08, 4.93, 2.64], [2.93, 3.84, 2.52], [3.12, 2.98, 3.58], [1.92, 5.92, 1.62], [1.75, 5.62, 0.44], [1.49, 4.27, 0.04], [2.29, 3.75, -0.95], [2.15, 2.44, -1.41], [1.13, 1.64, -0.91], [0.91, 0.41, -1.31], [0.24, 2.20, 0.04], [-0.82, 1.40, 0.41], [-1.69, 1.87, 1.27], [-1.63, 3.17, 1.78], [-0.61, 3.99, 1.39], [0.40, 3.50, 0.53], [2.18, 1.53, 7.55], [0.84, 2.36, 6.73], [2.15, 3.30, 7.50], [1.10, 4.50, 5.85], [0.85, 6.06, 3.96], [3.46, 3.67, 1.59], [3.79, 2.14, 3.50], [3.07, 4.38, -1.36], [2.80, 2.04, -2.18], [-2.47, 1.21, 1.59], [-2.41, 3.51, 2.44], [-0.57, 5.01, 1.74], [-4.88, 1.32, -0.25], [-4.44, -0.28, 0.80], [-2.86, -1.48, 0.21], [-4.24, 0.08, 2.58], [-3.56, -0.81, 3.41], [-3.45, -0.55, 4.77], [-4.01, 0.60, 5.30], [-4.68, 1.49, 4.48], [-4.80, 1.23, 3.12], [-5.78, -1.51, 0.78], [-6.21, -1.96, -0.47], [-7.21, -2.91, -0.56], [-7.80, -3.41, 0.59], [-7.39, -2.95, 1.83], [-6.38, -2.00, 1.93], [-3.11, -1.69, 2.98], [-2.92, -1.24, 5.41], [-3.93, 0.80, 6.36], [-5.12, 2.39, 4.89], [-5.32, 1.92, 2.46], [-5.75, -1.55, -1.37], [-7.54, -3.25, -1.53], [-8.59, -4.15, 0.52], [-7.86, -3.33, 2.73], [-6.08, -1.64, 2.90]],
  "mulliken_spin": [0.828, 0.001, -0.003, 0.003, 0.004, 0.001, 0.012, 0.020, -0.002, 0.000, 0.000, -0.001, -0.010, 0.043, -0.021, 0.001, -0.008, -0.009, 0.000, 0.001, 0.000, 0.000, 0.000, -0.005, 0.020, 0.000, 0.003, 0.001, -0.012, 0.034, -0.034, 0.001, -0.004, 0.000, -0.001, 0.001, 0.000, 0.000, 0.000, 0.000, 0.000, 0.003, 0.000, 0.000, -0.001, 0.001, 0.000, -0.001, 0.004, -0.003, -0.002, 0.000, 0.000, 0.014, 0.001, 0.000, 0.010, 0.000, 0.000, 0.000, 0.000, 0.000, 0.000, 0.000, 0.000, 0.000, 0.000, 0.000, 0.000, 0.000, 0.000, 0.002, -0.001, 0.000, 0.000, 0.000, 0.000, 0.008, 0.000, 0.000, 0.000, 0.007, 0.000, 0.001, 0.000, 0.000, 0.000, 0.000, 0.000, 0.000, 0.000, 0.000, 0.000, 0.000, 0.000, 0.000, 0.000, 0.001, 0.001, 0.000, 0.000, 0.003, 0.000, 0.013, -0.006, 0.028, -0.013, 0.005, 0.008, -0.013, 0.006, -0.007, 0.005, -0.006, 0.000, 0.000, 0.000, 0.000, 0.000, 0.000, 0.000, 0.000, 0.000, 0.005, 0.001, 0.000, 0.004, 0.013, 0.047, -0.001, 0.005, 0.003, 0.000, 0.000, -0.002, 0.002, -0.001, 0.002, -0.001, 0.001, -0.002, -0.004, 0.000, 0.000, 0.000, 0.000, -0.002, 0.000, 0.000, 0.000, -0.001]
}